# 1
{
  "formula": "C3H7N3O",
  "method": "ωB97M-V with the def2-TZVPD basis set",
  "symbols": ["N", "C", "N", "C", "N", "C", "O", "H", "H", "H", "H", "H", "H", "H"],
  "xyz": [[0.63059, -1.18781, -0.90259], [0.59246, -0.19145, 0.06255], [1.70207, -0.12625, 0.90172], [-0.19819, 1.41838, -0.19296], [-0.62916, 0.24215, 0.53419], [-1.92465, -0.23811, 0.36529], [-2.91284, 0.27204, 0.82719], [1.52671, -1.41858, -1.30501], [-0.14836, -1.22418, -1.54178], [1.47471, -0.19278, 1.88445], [2.59077, -0.02318, 0.43119], [-0.15850, 2.31195, 0.41422], [-0.53105, 1.51057, -1.22221], [-2.01456, -1.15276, -0.25625]],
  "fmax_ev_per_a": 2.4,
  "smiles": "NC1(N)CN1C=O",
  "relative_energy_kcal_mol": 76.0,
  "lumo_ev": 0.738
}


# 2
{
  "formula": "C5H6S2",
  "method": "ωB97M-V with the def2-TZVPD basis set",
  "symbols": ["C", "C", "C", "C", "S", "C", "S", "H", "H", "H", "H", "H", "H"],
  "xyz": [[-0.61088, -1.78182, 0.00910], [-0.00932, -0.44274, -0.07806], [-0.77488, 0.65695, -0.02051], [0.05263, 1.99731, 0.00001], [1.74049, 1.45300, -0.07079], [1.45247, -0.30250, -0.09677], [2.58367, -1.41263, -0.06121], [-0.17867, -2.31699, -0.89244], [-1.67821, -1.54741, -0.04156], [-0.23536, -2.35686, 0.88496], [-1.82203, 0.85445, 0.22410], [-0.24347, 2.78241, -0.73538], [-0.27643, 2.41683, 0.87854]],
  "fmax_ev_per_a": 3.3,
  "smiles": "CC1=CCSC1=S",
  "relative_energy_kcal_mol": 7.0,
  "lumo_ev": -0.432
}


# 3
{
  "formula": "C5H7NO",
  "method": "ωB97M-V with the def2-TZVPD basis set",
  "symbols": ["C", "C", "N", "C", "C", "C", "O", "H", "H", "H", "H", "H", "H", "H"],
  "xyz": [[0.44295, 0.86064, -1.62712], [-0.17509, 0.13607, -0.47229], [-1.38447, 0.60189, 0.19687], [-0.16759, 0.56327, 0.97314], [0.15349, -0.84515, 1.47516], [0.09321, -1.27342, -0.01000], [0.31119, -2.29790, -0.59477], [1.53096, 0.86010, -1.51556], [0.09115, 1.89360, -1.64534], [0.21957, 0.41330, -2.59845], [-2.03053, -0.15259, 0.42114], [0.22345, 1.49931, 1.36068], [-0.49854, -1.31424, 2.22020], [1.19024, -0.94489, 1.81634]],
  "fmax_ev_per_a": 0.7,
  "smiles": "C[C@]12N[C@H]1CC2=O",
  "relative_energy_kcal_mol": 46.0,
  "lumo_ev": 0.965
}


# 4
{
  "formula": "C5H8N2",
  "method": "ωB97M-V with the def2-TZVPD basis set",
  "symbols": ["N", "C", "C", "N", "C", "C", "C", "H", "H", "H", "H", "H", "H", "H", "H"],
  "xyz": [[1.60956, 2.45452, -0.60072], [1.40151, 1.53027, 0.05659], [0.83182, 0.25491, 0.55887], [1.67021, -0.92431, 0.37551], [-0.40430, 0.29545, -0.37102], [-1.77550, 0.14742, 0.27107], [-1.21517, -0.95340, -0.57442], [0.61818, 0.34974, 1.63016], [2.57456, -0.80324, 0.82967], [1.84466, -1.04944, -0.61475], [-0.15267, 1.00766, -1.18398], [-1.82690, -0.06533, 1.33974], [-2.62213, 0.70715, -0.10909], [-1.66434, -1.10055, -1.54794], [-0.88950, -1.85085, -0.05969]],
  "fmax_ev_per_a": 1.6,
  "smiles": "N#C[C@H](N)C1CC1",
  "relative_energy_kcal_mol": 42.6,
  "lumo_ev": 0.887
}


What did the fourth record say?
{
  "formula": "C5H8N2",
  "method": "ωB97M-V with the def2-TZVPD basis set",
  "symbols": ["N", "C", "C", "N", "C", "C", "C", "H", "H", "H", "H", "H", "H", "H", "H"],
  "xyz": [[1.60956, 2.45452, -0.60072], [1.40151, 1.53027, 0.05659], [0.83182, 0.25491, 0.55887], [1.67021, -0.92431, 0.37551], [-0.40430, 0.29545, -0.37102], [-1.77550, 0.14742, 0.27107], [-1.21517, -0.95340, -0.57442], [0.61818, 0.34974, 1.63016], [2.57456, -0.80324, 0.82967], [1.84466, -1.04944, -0.61475], [-0.15267, 1.00766, -1.18398], [-1.82690, -0.06533, 1.33974], [-2.62213, 0.70715, -0.10909], [-1.66434, -1.10055, -1.54794], [-0.88950, -1.85085, -0.05969]],
  "fmax_ev_per_a": 1.6,
  "smiles": "N#C[C@H](N)C1CC1",
  "relative_energy_kcal_mol": 42.6,
  "lumo_ev": 0.887
}


Repeat the first record exactly.
{
  "formula": "C3H7N3O",
  "method": "ωB97M-V with the def2-TZVPD basis set",
  "symbols": ["N", "C", "N", "C", "N", "C", "O", "H", "H", "H", "H", "H", "H", "H"],
  "xyz": [[0.63059, -1.18781, -0.90259], [0.59246, -0.19145, 0.06255], [1.70207, -0.12625, 0.90172], [-0.19819, 1.41838, -0.19296], [-0.62916, 0.24215, 0.53419], [-1.92465, -0.23811, 0.36529], [-2.91284, 0.27204, 0.82719], [1.52671, -1.41858, -1.30501], [-0.14836, -1.22418, -1.54178], [1.47471, -0.19278, 1.88445], [2.59077, -0.02318, 0.43119], [-0.15850, 2.31195, 0.41422], [-0.53105, 1.51057, -1.22221], [-2.01456, -1.15276, -0.25625]],
  "fmax_ev_per_a": 2.4,
  "smiles": "NC1(N)CN1C=O",
  "relative_energy_kcal_mol": 76.0,
  "lumo_ev": 0.738
}


Q: Number 1 is which compound?
A: C3H7N3O